{
  "formula": "C3H3F",
  "method": "ωB97M-V with the def2-TZVPD basis set",
  "elements": ["C", "C", "C", "F", "H", "H", "H"],
  "positions_angstrom": [[1.142, 0.459, 0.231], [-0.162, 0.658, -0.094], [-1.179, -0.339, -0.008], [-2.426, 0.205, 0.053], [1.657, -0.558, -0.152], [-0.458, 1.619, -0.240], [-0.977, -1.259, 0.306]],
  "orbital_gap_ev": [7.613, 8.405],
  "total_energy_ha": -215.781736,
  "max_force_ev_per_a": 6.90,
  "de_lowest_ev": 2.738
}



{
  "formula": "C28H41BBrN11O3PTeW",
  "method": "ωB97M-V with the def2-TZVPD basis set",
  "elements": ["W", "C", "C", "N", "N", "C", "B", "N", "C", "C", "C", "N", "N", "C", "C", "C", "N", "N", "C", "C", "C", "N", "H", "H", "H", "H", "H", "H", "H", "H", "H", "H", "H", "H", "C", "C", "N", "C", "C", "N", "C", "C", "N", "H", "H", "H", "H", "H", "H", "H", "H", "H", "H", "H", "H", "H", "H", "H", "Br", "C", "C", "C", "C", "C", "C", "H", "H", "H", "H", "C", "C", "O", "P", "O", "Te", "O", "C", "C", "H", "H", "H", "H", "H", "H", "H", "H", "H", "H"],
  "positions_angstrom": [[0.033, 0.661, -0.643], [-0.154, 1.687, 3.675], [0.335, 1.836, 2.399], [-0.374, 1.107, 1.508], [-1.320, 0.457, 2.265], [-1.201, 0.801, 3.550], [-2.312, -0.461, 1.544], [-2.917, 0.418, 0.407], [-4.204, 0.701, 0.205], [-4.318, 1.461, -0.945], [-3.023, 1.603, -1.389], [-2.150, 1.004, -0.547], [-1.471, -1.579, 0.880], [-1.493, -2.895, 1.080], [-0.438, -3.472, 0.386], [0.205, -2.419, -0.217], [-0.405, -1.262, 0.106], [-3.406, -1.069, 2.360], [-4.380, -1.916, 1.904], [-5.151, -2.280, 2.968], [-4.571, -1.605, 4.066], [-3.530, -0.883, 3.705], [0.203, 2.167, 4.569], [1.166, 2.440, 2.127], [-1.882, 0.380, 4.271], [-4.960, 0.356, 0.893], [-5.215, 1.846, -1.400], [-2.716, 2.075, -2.304], [-2.252, -3.345, 1.700], [-0.174, -4.515, 0.342], [1.063, -2.422, -0.864], [-4.449, -2.190, 0.861], [-6.004, -2.937, 2.970], [-4.879, -1.618, 5.101], [0.233, 4.027, -1.250], [0.993, 3.829, 0.023], [1.727, 2.567, -0.101], [2.867, 2.698, -1.022], [2.913, 1.508, -1.920], [1.534, 1.125, -2.311], [0.998, 1.990, -3.410], [-0.383, 2.490, -3.075], [-0.446, 2.752, -1.615], [-0.506, 4.818, -1.136], [0.888, 4.313, -2.071], [1.653, 4.681, 0.207], [0.299, 3.759, 0.857], [2.120, 2.288, 0.799], [2.777, 3.630, -1.580], [3.800, 2.736, -0.459], [3.511, 1.687, -2.815], [3.351, 0.675, -1.388], [1.648, 0.191, -2.679], [1.703, 2.805, -3.568], [0.942, 1.426, -4.339], [-0.627, 3.381, -3.657], [-1.104, 1.715, -3.319], [-1.416, 2.886, -1.372], [-2.603, -3.020, -5.918], [-1.831, -2.080, -4.505], [-0.515, -1.673, -4.571], [0.040, -0.936, -3.529], [-0.682, -0.549, -2.386], [-1.984, -1.084, -2.329], [-2.558, -1.813, -3.357], [0.091, -1.926, -5.431], [1.091, -0.742, -3.687], [-2.596, -0.974, -1.450], [-3.572, -2.177, -3.258], [2.064, -1.291, 4.597], [1.741, -2.032, 3.326], [1.467, -1.138, 2.191], [2.585, -0.663, 1.190], [1.806, -0.042, -0.062], [4.151, 0.870, 1.963], [3.134, -2.057, 0.696], [4.138, -2.231, -0.351], [5.540, -2.293, 0.202], [2.206, -2.028, 5.390], [1.249, -0.629, 4.884], [2.977, -0.706, 4.507], [0.822, -2.606, 3.430], [2.537, -2.717, 3.037], [4.018, -1.432, -1.087], [3.869, -3.173, -0.824], [5.900, -1.316, 0.514], [6.207, -2.684, -0.568], [5.576, -2.968, 1.057]],
  "orbital_gap_ev": [5.930, 5.902],
  "s_squared": 0.759,
  "total_energy_ha": -5194.617534,
  "max_force_ev_per_a": 3.43,
  "de_lowest_ev": 0.755,
  "multiplicity": 2,
  "total_charge": 2
}



{
  "formula": "C2H7NO",
  "method": "ωB97M-V with the def2-TZVPD basis set",
  "elements": ["C", "N", "C", "H", "H", "H", "H", "H", "O", "H", "H"],
  "positions_angstrom": [[-0.228, 1.377, -1.745], [1.011, 1.249, -1.906], [1.640, 0.041, -2.333], [-0.516, 2.414, -1.661], [-1.014, 0.644, -1.903], [1.035, -0.842, -2.600], [2.396, -0.344, -1.672], [2.150, 0.291, -3.266], [-1.934, -1.641, 6.052], [-2.355, -2.319, 5.512], [-2.184, -0.871, 5.521]],
  "orbital_gap_ev": 10.587,
  "smiles": "C=NC.O",
  "total_energy_ha": -210.344994,
  "max_force_ev_per_a": 1.49,
  "de_lowest_ev": 1.463
}



{
  "formula": "C5H23N2O5",
  "method": "ωB97M-V with the def2-TZVPD basis set",
  "elements": ["N", "C", "C", "O", "C", "N", "C", "C", "H", "H", "H", "H", "H", "H", "H", "H", "H", "H", "H", "H", "H", "H", "H", "H", "H", "O", "H", "H", "O", "H", "H", "O", "H", "H", "O"],
  "positions_angstrom": [[-1.973, -0.995, -0.149], [-0.747, -0.523, 0.623], [-1.245, 0.153, 1.886], [-2.281, 1.077, 1.527], [0.117, 0.356, -0.307], [1.345, 0.615, 0.418], [2.444, -0.257, 0.096], [1.735, 2.024, 0.309], [-2.718, -1.352, 0.445], [-2.299, -0.206, -0.728], [-1.734, -1.731, -0.832], [-0.195, -1.441, 0.823], [-1.752, -0.557, 2.544], [-0.358, 0.628, 2.311], [-2.042, 1.952, 1.766], [-0.437, 1.273, -0.525], [0.138, -0.117, -1.297], [3.254, -0.174, 0.823], [2.071, -1.279, 0.013], [2.934, -0.028, -0.872], [1.831, 2.456, -0.698], [1.046, 2.665, 0.860], [2.761, 2.062, 0.684], [4.401, 3.467, 2.779], [2.856, 2.797, 2.997], [3.812, 2.706, 2.953], [-2.121, 0.729, -3.209], [-2.755, 1.754, -2.209], [-2.568, 0.825, -2.357], [0.851, -3.696, -0.791], [-0.008, -2.867, -1.762], [0.484, -2.806, -0.913], [-2.350, -3.783, -1.888], [-2.494, -2.794, -3.080], [-2.002, -2.933, -2.242]],
  "orbital_gap_ev": [2.904, 9.194],
  "s_squared": 0.750,
  "total_energy_ha": -689.864830,
  "max_force_ev_per_a": 1.59,
  "de_lowest_ev": 0.563,
  "multiplicity": 2
}



{
  "formula": "C10H18Cl2F3IrO7S",
  "method": "ωB97M-V with the def2-TZVPD basis set",
  "elements": ["Ir", "C", "C", "O", "C", "C", "O", "C", "C", "O", "C", "C", "O", "H", "H", "H", "H", "H", "H", "H", "H", "H", "H", "H", "H", "H", "H", "H", "H", "Cl", "C", "Cl", "H", "H", "F", "C", "F", "F", "S", "O", "O", "O"],
  "positions_angstrom": [[0.272, 0.068, 0.543], [-0.375, -2.427, -1.413], [-0.662, -1.290, -2.406], [-0.553, -0.043, -1.710], [0.169, 1.017, -2.369], [-0.382, 2.278, -1.776], [-0.415, 2.124, -0.324], [-1.670, 2.431, 0.304], [-2.568, 1.254, 0.232], [-1.866, 0.121, 0.836], [-2.556, -1.122, 0.529], [-1.591, -2.224, 0.744], [-0.399, -2.001, -0.027], [0.627, -2.816, -1.565], [-1.085, -3.241, -1.546], [-1.664, -1.349, -2.828], [0.060, -1.342, -3.221], [0.022, 0.996, -3.448], [1.235, 0.912, -2.153], [-1.391, 2.484, -2.133], [0.261, 3.123, -2.018], [-2.124, 3.317, -0.142], [-1.438, 2.660, 1.339], [-2.828, 0.984, -0.793], [-3.483, 1.448, 0.794], [-2.925, -1.072, -0.497], [-3.404, -1.239, 1.207], [-2.030, -3.192, 0.504], [-1.258, -2.244, 1.783], [2.931, 3.035, 1.363], [2.117, 2.571, 2.821], [0.521, 1.704, 2.475], [1.800, 3.461, 3.352], [2.712, 1.896, 3.423], [3.461, -3.116, 1.830], [3.393, -2.343, 0.775], [2.542, -2.856, -0.113], [4.567, -2.159, 0.226], [2.712, -0.713, 1.311], [2.228, 0.006, 0.055], [3.664, -0.069, 2.119], [1.369, -1.032, 1.919]],
  "orbital_gap_ev": [7.728, 7.746],
  "total_energy_ha": -2640.271073,
  "max_force_ev_per_a": 2.57,
  "de_lowest_ev": 1.136,
  "total_charge": 2
}



{
  "formula": "C26H41BrN6OsP2",
  "method": "ωB97M-V with the def2-TZVPD basis set",
  "elements": ["C", "C", "C", "C", "N", "C", "C", "C", "C", "C", "C", "C", "C", "C", "Os", "P", "H", "H", "H", "H", "H", "H", "H", "H", "C", "C", "H", "H", "H", "H", "H", "C", "C", "H", "H", "H", "H", "H", "C", "C", "H", "H", "H", "H", "H", "Br", "P", "C", "C", "H", "H", "H", "H", "H", "C", "C", "H", "H", "H", "H", "H", "C", "C", "H", "H", "H", "H", "H", "N", "N", "N", "C", "N", "N", "H", "H", "H"],
  "positions_angstrom": [[-2.280, -3.507, -0.447], [-1.255, -2.939, 0.358], [-0.107, -3.750, 0.574], [-0.039, -5.012, -0.022], [-1.000, -5.540, -0.803], [-2.100, -4.782, -0.986], [-1.342, -1.616, 0.873], [-1.532, -0.600, 1.627], [-1.998, -0.074, 2.884], [-1.885, 1.306, 3.171], [-2.329, 1.839, 4.385], [-2.901, 0.981, 5.335], [-3.029, -0.396, 5.082], [-2.580, -0.915, 3.866], [-0.661, 0.252, -0.136], [0.091, -0.520, -2.220], [0.714, -3.380, 1.195], [-3.192, -2.937, -0.649], [0.851, -5.638, 0.137], [-2.889, -5.221, -1.613], [-2.676, -1.986, 3.661], [-1.435, 1.949, 2.408], [-3.477, -1.051, 5.835], [-2.235, 2.908, 4.594], [0.801, 0.749, -3.405], [1.792, 0.306, -4.490], [1.272, 1.506, -2.751], [-0.074, 1.255, -3.855], [2.142, 1.180, -5.070], [2.683, -0.172, -4.047], [1.343, -0.408, -5.198], [1.428, -1.821, -2.046], [1.563, -2.940, -3.086], [1.229, -2.269, -1.057], [2.375, -1.261, -1.942], [2.366, -3.636, -2.783], [0.635, -3.532, -3.158], [1.812, -2.558, -4.090], [-1.273, -1.371, -3.177], [-1.165, -1.555, -4.696], [-2.178, -0.788, -2.937], [-1.407, -2.342, -2.665], [-2.074, -2.053, -5.081], [-1.078, -0.584, -5.214], [-0.301, -2.174, -4.984], [-3.515, 1.691, 6.997], [1.300, 1.079, 0.969], [2.913, 0.859, 0.032], [4.154, 1.688, 0.388], [2.642, 1.046, -1.022], [3.132, -0.223, 0.094], [4.986, 1.442, -0.298], [3.957, 2.770, 0.287], [4.503, 1.501, 1.416], [1.320, 2.896, 1.459], [2.144, 3.370, 2.663], [0.258, 3.148, 1.626], [1.604, 3.440, 0.538], [1.994, 4.454, 2.825], [1.829, 2.854, 3.586], [3.224, 3.199, 2.529], [1.565, 0.159, 2.583], [2.969, 0.009, 3.179], [1.131, -0.840, 2.391], [0.877, 0.634, 3.306], [2.926, -0.606, 4.096], [3.654, -0.499, 2.478], [3.418, 0.979, 3.449], [-4.431, 4.005, -0.701], [-3.173, 3.437, -0.822], [-2.225, 3.882, -1.633], [-1.227, 2.979, -1.511], [-1.595, 2.020, -0.643], [-2.805, 2.325, -0.213], [-5.146, 3.560, -0.107], [-4.686, 4.831, -1.262], [-0.300, 3.009, -2.058]],
  "orbital_gap_ev": [6.486, 4.541],
  "s_squared": 6.064,
  "total_energy_ha": -4689.509063,
  "max_force_ev_per_a": 4.17,
  "multiplicity": 5,
  "total_charge": 4
}



{
  "formula": "C6H15B",
  "method": "ωB97M-V with the def2-TZVPD basis set",
  "elements": ["B", "C", "C", "C", "C", "C", "C", "H", "H", "H", "H", "H", "H", "H", "H", "H", "H", "H", "H", "H", "H", "H"],
  "positions_angstrom": [[-0.170, -0.207, 0.158], [-1.360, -1.016, -1.878], [-1.714, 1.277, -1.053], [1.293, -1.010, 2.175], [2.155, 0.712, 0.348], [-0.624, 0.149, -1.313], [0.924, 0.006, 1.133], [-1.771, -0.863, 1.901], [-2.080, -0.649, -2.769], [-2.069, -1.570, -1.090], [-0.806, -1.828, -2.413], [-2.451, 1.120, -0.293], [-1.218, 2.332, -0.707], [-2.366, 1.590, -1.941], [0.613, -1.013, 2.906], [2.122, -0.798, 2.746], [1.404, -1.959, 1.838], [2.354, 1.733, 0.686], [2.915, 0.054, 0.594], [1.954, 0.724, -0.735], [0.254, 0.298, -1.939], [0.641, 0.917, 1.646]],
  "orbital_gap_ev": [7.545, 7.544],
  "total_energy_ha": -262.224465,
  "max_force_ev_per_a": 4.97,
  "de_lowest_ev": 5.921
}



{
  "formula": "C5H8O",
  "method": "ωB97M-V with the def2-TZVPD basis set",
  "elements": ["C", "C", "C", "C", "C", "O", "H", "H", "H", "H", "H", "H", "H", "H"],
  "positions_angstrom": [[-0.902, 1.730, -1.551], [-0.976, 0.442, -1.389], [-0.970, -0.855, -0.769], [0.278, -0.948, 0.107], [0.463, 0.280, 1.134], [1.655, 0.160, 1.922], [-0.803, 2.694, -2.016], [-0.907, -1.647, -1.523], [-1.887, -1.172, -0.182], [0.425, -1.833, 0.723], [1.073, -0.988, -0.603], [0.391, 1.278, 0.615], [-0.286, 0.283, 2.003], [2.446, 0.576, 1.529]],
  "orbital_gap_ev": 10.619,
  "smiles": "C#CCCCO",
  "total_energy_ha": -270.437429,
  "max_force_ev_per_a": 8.45,
  "de_lowest_ev": 3.278
}